Computed, not measured: a cluster of 2 separate species, C5H13NO in total at a distorted geometry, with wB97M-V/def2-TZVPD.

## Properties
ΔE to the lowest compared entry with this formula, charge and spin: 69.4 kcal/mol
energy: -8931.002 eV
HOMO energy: -8.53 eV

The geometry in ORCA input format:
```
! RIJCOSX wB97M-V def2-TZVPD def2/J DEFGRID3
* xyz 0 1
O 4.63120 -3.13888 0.48414
N -1.65467 -0.09450 -0.76300
C -1.16984 0.18678 0.59882
C -0.18100 1.28499 0.31627
C -0.12291 1.75683 -1.17079
C -1.35815 0.95122 -1.78960
C -0.40587 -0.93625 1.42590
H 0.84916 1.33219 -1.65187
H 0.34629 -0.44043 2.04799
H 3.97670 -2.35485 0.39422
H 0.11925 -1.67130 0.87288
H -0.18956 2.88242 -1.13416
H -2.72036 -0.08583 -0.79064
H -1.86364 0.47876 1.35797
H 0.79565 1.00801 0.55705
H -2.18243 1.53369 -1.47174
H 4.02068 -3.87570 0.52910
H -1.37412 0.63403 -2.73469
H -1.15544 -1.66468 1.89957
H -0.36094 2.21350 1.02257
*
```


Computed, not measured: a cluster of 2 separate species, C5H13NO in total at a distorted geometry, with wB97M-V/def2-TZVPD.

## Properties
ΔE to the lowest compared entry with this formula, charge and spin: 48.3 kcal/mol
energy: -8931.918 eV
HOMO energy: -8.08 eV

The geometry in ORCA input format:
```
! RIJCOSX wB97M-V def2-TZVPD def2/J DEFGRID3
* xyz 0 1
O 1.05889 0.59855 3.42228
N 0.97809 -0.23709 -0.05589
C -2.70214 -1.07992 0.61256
C 1.48205 0.92026 -0.81392
C -0.36414 -0.15364 0.38103
C -1.38206 -0.88081 -0.10963
C 1.32559 0.73617 -2.30281
H 2.53338 1.07089 -0.53547
H 1.25778 0.22690 2.54483
H -3.33441 -1.44139 -0.19975
H 1.02282 1.82906 -0.41612
H 0.72555 -0.21240 3.83151
H -1.35530 -1.14618 -1.16664
H 1.69416 1.64923 -2.78952
H -3.06783 -0.13448 1.03026
H 1.08973 -1.15698 -0.46578
H -0.65595 0.73523 0.94906
H 0.30042 0.56108 -2.60825
H 2.00583 -0.03255 -2.67845
H -2.61246 -1.85193 1.37072
*
```


Computed, not measured: a structure of composition C5H13NO at a distorted geometry, with wB97M-V/def2-TZVPD.

## Properties
ΔE to the lowest compared entry with this formula, charge and spin: 85.8 kcal/mol
energy: -8930.292 eV
HOMO energy: -9.01 eV

The geometry in ORCA input format:
```
! RIJCOSX wB97M-V def2-TZVPD def2/J DEFGRID3
* xyz 0 1
O -0.62846 0.87719 -1.28241
N 1.23048 0.93564 1.10594
C -0.19053 -1.38955 -0.54973
C 0.56914 1.61299 2.23626
C -0.51446 -2.10611 -1.85300
C -0.99518 -0.07815 -0.41825
C 0.76864 1.28998 -0.13661
H 1.01614 2.58996 2.40693
H -0.33049 -2.00420 0.34359
H -0.49419 1.76083 2.04550
H 0.86459 -1.10098 -0.62699
H -0.44631 -1.38288 -2.66863
H 0.11039 -2.97479 -2.04335
H -2.04698 -0.38659 -0.60898
H -1.57671 -2.36077 -1.88720
H 1.47801 1.16394 -0.94095
H -1.05951 0.27762 0.62542
H 0.70052 1.02984 3.14254
H 1.13934 -0.06530 1.26458
H 0.40557 2.31133 -0.15466
*
```


Computed, not measured: a cluster of 2 separate species, C5H13NO in total at a distorted geometry, with wB97M-V/def2-TZVPD.

## Properties
ΔE to the lowest compared entry with this formula, charge and spin: 31.5 kcal/mol
energy: -8932.643 eV
HOMO energy: -8.13 eV

The geometry in ORCA input format:
```
! RIJCOSX wB97M-V def2-TZVPD def2/J DEFGRID3
* xyz 0 1
O -2.92161 0.19581 -0.15485
N 0.82069 0.54368 0.68079
C 0.67891 0.73464 -0.81138
C 1.30245 -1.56500 -0.27751
C 1.05363 -0.58560 -1.45456
C -0.12405 1.43423 1.34598
C 0.57650 -0.84772 0.86483
H 1.32891 1.55244 -1.12914
H -1.15510 1.08565 1.17957
H 2.37026 -1.67818 -0.10067
H 0.87465 -2.54633 -0.48041
H -0.48153 -1.11845 0.70163
H -3.46705 0.83465 0.30109
H 0.09259 1.58394 2.40061
H 0.73457 -1.35704 1.82230
H -3.62301 -0.34002 -0.52477
H -0.03998 2.39541 0.83765
H 1.97888 -0.52770 -2.03051
H -0.34508 1.09002 -0.95054
H 0.34537 -0.88445 -2.22010
*
```